No. 1
A cluster of 40 separate species, H80O40 in total in a non-equilibrium geometry. Source: the OMol25 dataset; level of theory: ωB97M-V/def2-TZVPD.

ORCA input file:
```
! wB97M-V def2-TZVPD RIJCOSX def2/J DEFGRID3
* xyz 0 1
H -5.808 1.050 -3.076
H -6.022 2.331 -2.538
O -5.379 1.559 -2.383
H 2.046 -5.744 -3.088
H 1.489 -4.601 -2.144
O 1.284 -5.345 -2.683
H -2.217 1.926 -0.785
H -1.287 0.729 -0.911
O -1.616 1.523 -1.432
H 2.784 0.053 1.453
H 2.956 -0.835 2.636
O 2.250 -0.311 2.186
H -3.714 0.935 1.488
H -3.706 1.792 0.288
O -3.957 1.899 1.225
H -3.215 -0.041 -3.916
O -3.185 -0.721 -3.266
H -1.532 0.341 3.526
O -2.465 0.436 3.746
H -1.554 -4.327 0.912
H -2.858 -4.598 0.502
O -2.448 -3.965 1.122
H 2.745 1.284 -3.586
H 2.565 1.271 -2.094
O 2.994 0.817 -2.806
H -3.833 -2.098 2.937
H -4.031 -1.693 1.460
O -3.410 -1.749 2.154
H 5.971 0.892 -0.411
H 4.824 1.414 0.323
O 5.421 0.698 0.386
H 1.458 3.642 -2.260
O 2.327 3.545 -1.878
H -0.880 -0.550 5.319
H -0.862 -0.694 6.903
O -0.362 -0.775 6.094
H -4.023 -0.238 4.544
H -4.712 0.585 3.298
O -4.724 -0.169 3.896
H 0.203 -2.065 -5.880
H 1.214 -1.357 -6.603
O 0.270 -1.249 -6.415
H 4.606 -0.524 -2.334
H 5.613 -0.785 -3.370
O 5.440 -0.947 -2.441
H -1.098 3.517 1.653
H -0.732 1.915 1.925
O -1.068 2.568 1.359
H 0.449 -0.499 -0.413
H -0.327 -0.751 0.890
O -0.197 -0.115 0.185
H 4.846 -1.752 1.736
O 5.055 -0.948 2.339
H -1.684 -2.786 -4.274
H -0.297 -3.146 -3.947
O -1.029 -3.435 -4.566
H -1.854 6.434 -1.101
O -1.739 5.793 -0.401
H 1.201 1.056 0.267
H 1.104 2.422 0.832
O 1.597 1.973 0.176
H 0.387 0.059 2.794
H 0.749 1.457 3.539
O 0.100 0.729 3.373
H -1.652 -3.369 5.066
H -1.787 -3.469 3.519
O -1.606 -3.954 4.342
H -2.252 -1.319 5.221
H -3.290 -2.374 4.987
O -2.967 -1.824 5.753
H -0.129 4.868 -2.008
H -1.061 3.958 -2.803
O -0.269 3.992 -2.308
H 3.072 3.467 3.569
H 3.375 2.573 4.833
O 2.643 3.051 4.281
H -3.074 -2.531 -2.334
H -4.180 -2.683 -3.319
O -3.522 -3.273 -2.825
H 3.463 -0.369 4.516
H 4.395 -1.453 4.456
O 3.956 -0.933 5.123
H 0.003 0.345 -3.788
H -0.668 1.492 -3.277
O 0.266 1.286 -3.539
H -2.302 0.024 -6.687
H -1.286 0.863 -6.121
O -2.164 0.579 -5.945
H 0.494 -4.392 3.185
O 0.502 -3.855 2.361
H 1.698 -1.901 -1.493
H 0.476 -2.872 -1.072
O 0.775 -2.166 -1.655
H 5.332 -0.263 1.765
H -2.785 -0.211 -2.561
H -2.350 5.915 0.364
H -3.038 1.144 3.573
H 2.594 2.876 -1.316
H 0.594 -2.956 2.617
O -2.188 -1.709 -0.331
H -1.569 -1.437 -1.014
H -2.114 -2.567 0.128
O 2.573 -0.485 -0.435
H 2.017 0.338 -0.513
H 3.218 -0.485 -1.147
O 0.860 3.381 -5.438
H 0.083 3.905 -5.349
H 0.596 2.519 -5.107
O 2.858 -2.582 2.212
H 2.539 -2.896 1.358
H 3.094 -3.347 2.743
O 2.403 -2.717 -3.760
H 2.309 -3.666 -3.574
H 2.687 -2.467 -2.917
O 4.048 4.815 1.032
H 3.226 4.618 0.552
H 3.923 5.582 1.617
O -3.123 4.033 2.293
H -3.355 3.610 3.130
H -3.466 3.461 1.575
*
```

Computed properties:
Strongest force on any atom, Eh/bohr: 0.0834
Gap between HOMO and LUMO, eV: 9.8
ΔE to the lowest compared entry with this formula, charge and spin, kJ/mol: 1081.3

---

No. 2
A structure of composition C40H51F6LaN5O10PS2Se2Si in a non-equilibrium geometry. Source: the OMol25 dataset; level of theory: ωB97M-V/def2-TZVPD.

ORCA input file:
```
! wB97M-V def2-TZVPD RIJCOSX def2/J DEFGRID3
* xyz -2 1
La -1.242 0.284 -0.017
O -1.672 -0.043 -4.429
C -1.654 0.400 -3.295
O -0.908 0.012 -2.340
C -2.780 1.431 -3.015
C -2.454 2.639 -2.150
C -3.375 3.838 -2.428
C -4.769 3.261 -1.940
C -4.302 1.971 -1.320
O -2.981 2.192 -0.888
C -4.138 0.908 -2.442
C -4.129 -0.485 -1.811
O -4.946 -1.324 -2.137
O -3.397 -0.587 -0.769
H -2.968 1.852 -3.959
H -1.458 2.936 -1.954
H -2.975 4.690 -1.857
H -3.325 4.279 -3.554
H -5.243 3.894 -1.206
H -5.320 3.134 -2.838
H -4.829 1.573 -0.507
H -4.976 0.996 -3.068
N 2.488 1.300 1.130
C 2.356 0.009 0.806
N 1.334 -0.600 0.343
C 1.610 -1.950 0.095
C 2.853 -2.401 0.451
S 3.729 -1.021 1.111
C 0.616 -2.822 -0.670
C 0.979 -3.715 -1.593
S -0.388 -4.196 -2.472
C -1.415 -3.178 -1.475
N -0.709 -2.451 -0.613
N -2.779 -3.277 -1.659
H 1.705 1.954 0.824
H 3.435 1.702 0.986
H 3.188 -3.387 0.316
H 1.964 -4.130 -1.803
H -3.032 -3.294 -2.634
H -3.299 -2.529 -1.178
Se 6.799 -4.981 -1.725
P 4.236 1.897 -2.172
Se 3.398 3.889 -2.860
C 5.935 1.959 -2.751
C 6.511 2.788 -3.681
C 7.776 2.599 -4.138
C 8.519 1.537 -3.610
C 7.899 0.663 -2.697
C 6.579 0.807 -2.331
C 3.472 0.896 -3.481
C 2.176 0.480 -3.361
C 1.619 -0.410 -4.307
C 2.388 -0.853 -5.405
C 3.789 -0.536 -5.433
C 4.255 0.305 -4.439
H 5.952 3.559 -4.038
H 8.227 3.298 -4.846
H 9.537 1.337 -3.912
H 8.468 -0.149 -2.268
H 6.129 0.107 -1.630
H 1.416 0.844 -2.624
H 0.580 -0.635 -4.249
H 1.964 -1.451 -6.250
H 4.491 -0.960 -6.146
H 5.316 0.507 -4.469
F 0.063 2.195 0.172
O 1.348 4.681 -1.173
N 2.128 3.846 -1.206
F 8.043 -7.254 -2.925
C 7.675 -5.918 -3.144
F 6.889 -5.920 -4.330
C 9.049 -5.435 -3.674
F 9.086 -4.215 -4.169
F 10.037 -5.584 -2.773
F 9.383 -6.279 -4.693
C -4.893 -3.199 3.856
C -3.904 -2.281 3.078
C -2.669 -3.104 2.675
C -4.563 -1.795 1.845
O -3.448 -1.241 3.940
Si -2.837 0.229 3.404
O -2.122 0.141 2.019
O -4.031 1.376 3.359
C -4.807 2.107 4.348
C -5.472 1.064 5.190
C -5.747 2.949 3.516
C -3.858 2.928 5.242
O -1.832 0.751 4.564
C -0.443 0.880 4.783
C -0.333 1.486 6.187
C 0.180 1.928 3.766
C 0.151 -0.542 4.574
H -5.189 -3.979 3.162
H -5.789 -2.655 4.210
H -4.494 -3.690 4.739
H -2.850 -3.988 2.061
H -2.184 -3.465 3.582
H -1.881 -2.574 2.179
H -4.791 -2.594 1.125
H -3.938 -1.036 1.320
H -5.495 -1.237 1.999
H -6.051 0.349 4.569
H -6.148 1.596 5.817
H -4.674 0.617 5.726
H -6.544 2.289 3.185
H -5.217 3.323 2.624
H -6.182 3.829 4.047
H -3.163 2.173 5.716
H -4.309 3.541 5.989
H -3.276 3.625 4.626
H -1.096 2.196 6.277
H 0.625 1.896 6.308
H -0.541 0.688 6.954
H -0.380 2.940 3.808
H -0.024 1.655 2.749
H 1.283 2.037 3.994
H -0.370 -1.287 5.090
H 1.164 -0.504 4.971
H 0.212 -0.898 3.529
*
```

Computed properties:
Strongest force on any atom, Eh/bohr: 0.0622
Gap between HOMO and LUMO, eV: 5.9
ΔE to the lowest compared entry with this formula, charge and spin, kJ/mol: 0.0

---

Per-record calculated total energy, a.u.: -3057.34550, -9442.38696
Per-record lowest unoccupied orbital energy, Ha: -0.025, 0.118